Computed, not measured: an isolated ion of composition C20H16F3N4O3 and charge +1 in a non-equilibrium geometry, with ωB97M-V/def2-TZVPD.

highest occupied orbital energy	-0.422	Eh
E_LUMO	-4.7	eV
SMILES	N[C@H]1[C@H]2CN(c3[nH]c4[n+](-c5ccc(F)cc5F)cc(C(=O)O)c(=O)c-4cc3F)C[C@@H]12
total charge	+1

The geometry in XYZ format:
```
46
Properties=species:S:1:pos:R:3:forces:R:3:mulliken_charge:R:1
N 3.602353 1.526747 1.755067 0.57 -3.08 -3.83 -0.486
C 4.492124 1.500194 0.531089 -4.08 2.72 2.48 -0.484
C 4.138658 0.797761 -0.600071 -3.72 -0.58 -3.24 -0.675
C 2.683774 0.266827 -0.757502 3.98 6.00 12.59 -0.929
N 1.960057 1.518752 -0.691760 -4.52 -0.23 0.84 0.137
C 0.542385 1.591518 -0.431950 6.73 -4.21 -0.23 -0.326
N 0.032307 0.211998 -0.248317 -4.06 7.68 -1.49 0.204
C -1.307306 0.217642 -0.172085 -2.87 3.41 1.94 0.919
N -2.060027 -0.789265 -0.031443 3.66 -11.11 0.59 -0.037
C -1.183735 -2.311065 0.044131 0.83 8.13 6.21 -0.090
C -0.191032 -2.338056 1.183660 -2.72 -1.42 -1.69 -0.515
C 0.423095 -3.547269 1.144176 -3.52 -1.91 -6.65 -0.984
C 0.260593 -4.614561 0.017406 -1.55 2.65 0.17 0.355
F 0.960026 -5.840199 0.101918 -1.84 3.42 -0.37 -0.239
C -0.670743 -4.255042 -1.065242 4.50 -1.00 6.71 -1.029
C -1.417067 -3.150785 -0.898594 -2.09 0.80 -4.45 0.934
F -2.307029 -2.717366 -1.904600 1.26 -1.20 1.50 -0.272
C -3.334502 -1.149460 0.247226 3.11 19.45 -2.87 -0.771
C -4.180556 0.014576 0.103678 1.23 -2.63 3.60 0.100
C -5.598849 -0.424431 0.453784 -0.10 4.16 -3.55 0.294
O -5.939130 -1.412889 0.977809 -0.48 -1.56 1.29 -0.499
O -6.379366 0.513570 -0.200111 -4.23 -1.47 2.89 -0.457
C -3.629406 1.428661 0.264684 -5.72 3.04 -2.03 0.324
O -4.430310 2.527859 0.269563 5.01 -6.10 0.55 -0.626
C -2.192840 1.486492 0.036872 -1.90 -9.13 0.44 0.165
C -1.638961 2.528583 -0.278167 7.65 10.76 0.51 -0.722
C -0.174654 2.696074 -0.279051 -2.18 1.79 -2.29 0.641
F 0.397486 3.946059 -0.657358 -1.54 -2.40 1.01 -0.298
C 2.773029 2.674453 -0.739953 -4.50 4.19 0.73 -0.731
C 4.077054 2.357736 -0.860091 8.33 -5.87 2.28 -0.718
H 3.584644 2.396957 2.146287 0.17 2.21 1.89 0.183
H 3.759358 0.687322 2.321234 0.05 1.14 0.07 0.212
H 5.454102 1.477355 0.762509 4.22 0.21 0.80 0.534
H 4.856413 0.221423 -1.022089 2.07 -1.61 -1.57 0.572
H 2.529163 -0.246701 0.287135 -0.11 0.03 -2.01 0.147
H 2.419789 -0.142598 -1.510312 -2.57 -6.18 -9.48 1.056
H 0.604184 -0.508239 -0.061615 2.41 -3.13 0.57 0.171
H -0.109039 -1.696706 2.134699 -0.29 -0.61 -2.09 0.398
H 1.158720 -3.803881 1.673163 5.49 -1.80 5.10 0.675
H -0.849863 -4.948639 -1.706306 -1.15 -4.03 -4.53 0.612
H -3.803573 -1.888009 0.309385 -5.52 -12.51 1.05 0.965
H -7.437263 0.409525 0.169965 4.28 0.23 -1.67 0.404
H -2.029257 3.504337 -0.051912 -1.23 0.32 -0.71 0.464
H 2.700922 3.333353 0.143520 -0.95 -0.25 -0.03 0.318
H 2.439442 3.249204 -1.550236 -0.38 1.22 -1.25 0.718
H 5.014829 2.700181 -1.360197 -1.72 0.48 0.25 0.384
```
Forces are in eV/Å.

=====

Computed, not measured: a 3-piece molecular cluster, C20H16F4INO7S overall in a non-equilibrium geometry, with ωB97M-V/def2-TZVPD.

highest occupied orbital energy	-0.348	Eh
E_LUMO	-0.8	eV
SMILES	O=CC[C@@]1(S(=O)(=O)F)C[C@@](I)(C(=O)NC(=O)F)C(=O)O1.Fc1ccccc1.Fc1ccccc1

The geometry in XYZ format:
```
50
Properties=species:S:1:pos:R:3:forces:R:3:mulliken_charge:R:1
O 0.448169 -4.531153 4.683252 0.47 -1.96 0.62 -0.389
C 0.097002 -3.473166 4.322308 -0.88 1.95 -0.79 -0.098
C -0.671349 -3.216733 2.981127 0.36 -0.51 -0.42 -0.649
C 0.413124 -3.149568 1.848128 0.39 1.39 1.68 0.808
S 1.011229 -4.842261 1.381641 -2.07 -2.12 -0.66 1.326
O 0.162897 -5.804536 1.994495 0.22 0.23 1.08 -0.634
O 1.022096 -4.990334 -0.037063 1.53 1.16 -0.12 -0.624
F 2.438395 -5.000260 2.041941 -0.76 0.63 -0.70 -0.203
C 0.090136 -2.178626 0.636793 0.98 -0.48 0.50 -0.714
C 1.286878 -1.158793 0.696015 0.89 -1.26 0.16 0.570
I 2.375414 -0.872792 -1.167313 -1.01 -0.04 0.65 0.316
C 0.854862 0.146503 1.377138 1.96 -0.59 -0.03 -0.127
O -0.214587 0.571207 1.189726 -2.84 0.73 -0.25 -0.433
N 1.756669 0.850819 2.258955 1.26 -1.15 -0.09 -0.066
C 2.443291 1.916776 1.627055 1.45 -1.87 0.81 0.469
O 2.010669 2.933253 1.310084 -1.57 2.89 -0.83 -0.390
F 3.746244 1.680663 1.433680 -0.06 -0.73 0.15 -0.202
C 2.311388 -1.999859 1.542819 -4.64 2.11 0.53 -0.055
O 3.418993 -2.216407 1.385132 3.74 -0.74 -0.04 -0.397
O 1.491858 -2.502584 2.562922 0.75 -0.64 -0.85 -0.413
H 0.343260 -2.567161 4.923334 -0.25 -0.04 -0.24 0.310
H -1.407409 -4.003114 2.768901 0.26 0.15 0.21 0.472
H -1.184864 -2.242978 3.034155 0.31 -0.25 -0.13 0.222
H 0.165044 -2.647948 -0.349632 -0.69 -0.16 0.44 0.495
H -0.888456 -1.793499 0.938620 0.31 0.40 -0.96 0.029
H 1.307749 1.136590 3.121009 -0.30 0.31 -0.38 0.371
F -2.503030 -0.576223 -0.482906 0.01 -0.09 -0.04 -0.203
C -3.564600 0.152615 -0.090059 -0.31 0.25 0.12 0.362
C -4.219094 0.942887 -1.014127 0.08 0.01 -0.26 -0.550
C -5.316039 1.689848 -0.608597 0.04 -0.08 0.19 -0.422
C -5.737130 1.645081 0.714409 -0.08 0.06 0.01 -0.500
C -5.065070 0.849001 1.632078 -0.01 0.04 -0.16 -0.523
C -3.974165 0.092771 1.227641 0.13 -0.14 0.14 -0.035
H -3.870784 0.970453 -2.038616 0.02 -0.03 0.03 0.413
H -5.842353 2.307632 -1.324650 0.04 -0.02 0.00 0.363
H -6.590690 2.231958 1.029483 0.03 -0.02 0.00 0.368
H -5.390551 0.817012 2.663981 0.02 -0.03 -0.02 0.363
H -3.442739 -0.540284 1.927058 0.02 0.02 -0.03 0.355
F 3.023590 1.611349 -2.280796 0.21 0.53 -0.29 -0.174
C 2.790832 2.447476 -3.315367 -0.06 0.35 -0.36 0.363
C 1.954382 3.530162 -3.129108 -0.13 0.04 0.28 -0.361
C 1.718678 4.391645 -4.191006 0.12 -0.14 -0.12 -0.393
C 2.312718 4.153883 -5.424185 -0.03 0.07 -0.06 -0.528
C 3.147474 3.057525 -5.595216 -0.11 0.10 0.11 -0.379
C 3.393905 2.199619 -4.532577 0.15 -0.24 -0.01 -0.442
H 1.494955 3.693586 -2.162284 0.05 -0.02 0.00 0.445
H 1.071096 5.248415 -4.056871 0.00 -0.04 0.03 0.361
H 2.124111 4.825135 -6.252585 0.01 -0.02 0.02 0.362
H 3.607257 2.869957 -6.556972 0.01 -0.01 0.04 0.359
H 4.048542 1.344463 -4.643948 -0.02 0.01 0.03 0.399
```
Forces are in eV/Å.

=====

Computed, not measured: C20H16FN11O2ReS as an isolated structure in a non-equilibrium geometry, with ωB97M-V/def2-TZVPD.

highest occupied orbital energy (spin up / spin down)	-0.327 / -0.327	Eh
expectation value of S²	0.90
E_LUMO (spin up / spin down)	-2.2 / -1.8	eV
2S+1	2
ΔE to the lowest compared entry with this formula, charge and spin	1.240	eV

The geometry in XYZ format:
```
52
Properties=species:S:1:pos:R:3:forces:R:3:mulliken_spin:R:1
Re -1.359918 0.131485 0.952712 -1.62 1.07 0.43 1.027
N -2.242680 3.489056 1.498474 0.11 0.07 0.10 -0.005
C -1.792809 3.117038 0.273622 0.13 -0.46 -0.54 0.021
N -1.507198 3.907261 -0.733914 -0.21 0.32 0.41 0.002
N -1.129071 3.086582 -1.725488 0.01 -0.40 -0.23 0.018
N -1.189503 1.856763 -1.371992 0.09 0.27 -0.34 0.008
N -1.612396 1.818936 -0.084470 -0.04 -0.12 0.69 0.015
C -2.390651 2.599816 2.512566 -0.23 -0.55 0.34 -0.007
N -2.755320 2.885675 3.739284 -0.05 0.45 -0.32 0.007
N -2.786238 1.705883 4.383527 0.12 -0.48 0.05 -0.014
N -2.437534 0.739781 3.624627 -0.13 0.10 0.38 0.011
N -2.188836 1.254561 2.390477 0.98 0.16 -0.76 -0.003
H -2.298906 4.471355 1.716586 -0.01 0.01 -0.01 0.000
C 5.271452 1.447689 -4.001172 0.00 -0.03 0.07 0.000
C 4.401971 1.329398 -2.780718 0.05 0.01 -0.01 0.000
C 4.982861 1.240505 -1.515896 -0.05 0.04 -0.02 0.000
C 4.198853 1.188918 -0.376991 0.03 0.02 0.13 0.000
C 2.819599 1.238959 -0.510804 -0.26 -0.20 0.12 0.000
C 2.214001 1.304248 -1.756286 0.01 0.11 -0.03 -0.008
C 3.013657 1.343983 -2.887067 0.00 0.00 0.08 0.000
S 1.811347 1.138046 0.939868 0.21 0.19 0.18 0.005
O 2.616615 0.612850 2.003804 0.08 -0.04 -0.14 0.003
O 1.071197 2.349817 1.148495 -0.02 -0.13 -0.14 0.006
N 0.663287 0.030010 0.538400 -0.54 0.28 0.20 0.043
C 0.839897 -1.315036 0.466342 0.45 -1.02 -0.06 -0.044
C 1.997823 -2.056837 0.230885 -0.05 0.19 0.00 0.006
C 1.860363 -3.424476 0.124431 -0.09 0.06 0.02 -0.002
C 0.603486 -4.022678 0.246018 0.03 -0.01 0.05 0.007
C -0.485518 -3.223145 0.507580 -0.20 -0.17 0.02 -0.007
N -0.363059 -1.900358 0.630465 0.33 0.49 -0.04 0.005
H 6.105912 0.747032 -3.959336 -0.02 -0.01 -0.03 0.000
H 5.695136 2.452287 -4.055916 -0.01 0.00 -0.05 0.000
H 4.701267 1.265569 -4.910165 0.03 0.01 -0.02 0.000
H 6.062039 1.215635 -1.425523 0.00 0.00 0.01 0.000
H 4.633860 1.112435 0.611390 0.03 -0.01 -0.05 0.000
H 1.135860 1.338022 -1.837063 -0.05 -0.03 -0.04 0.004
H 2.547862 1.387499 -3.863459 0.01 0.04 -0.01 0.000
H 2.947224 -1.551169 0.132744 0.03 -0.07 0.00 0.001
H 2.733695 -4.036958 -0.057536 0.00 0.00 -0.02 0.000
H 0.483750 -5.091581 0.152989 -0.03 0.01 0.01 0.000
H -1.482814 -3.626928 0.633913 0.00 0.04 0.00 0.002
F -6.041267 -3.870037 0.562918 -0.09 -0.06 0.02 0.000
C -5.101334 -2.921426 0.675535 0.14 0.14 -0.02 -0.002
C -4.351202 -2.857185 1.837224 -0.04 -0.01 0.07 0.003
C -3.362236 -1.893959 1.932542 -0.01 0.22 0.05 -0.040
C -3.121238 -0.995327 0.882319 0.81 -0.55 -0.42 -0.056
C -3.904857 -1.096246 -0.270696 0.17 0.26 0.02 -0.001
C -4.909876 -2.044802 -0.374879 -0.10 -0.01 -0.03 0.000
H -4.539096 -3.550764 2.645962 -0.05 0.00 -0.02 0.000
H -2.796289 -1.805139 2.853067 0.04 -0.11 -0.02 -0.011
H -3.732418 -0.409735 -1.091526 0.00 -0.08 -0.06 0.009
H -5.530773 -2.113324 -1.257857 0.00 -0.04 0.01 0.000
```
Forces are in eV/Å.

=====

no.,total energy (Ha)
1,-1515.320193
2,-2448.422443
3,-2100.781419